This record from OMol25 describes an isolated ion of composition C5H9N2 and charge +1 in a non-equilibrium geometry. The level of theory is the ωB97M-V functional and the def2-TZVPD basis.

E_HOMO (spin up / spin down), eV: -12.516 / -17.177
LUMO energy (spin up / spin down), eV: -5.696 / -8.708
2S+1: 3
Total charge: +1

Last column: natural (NBO) charge in e.
Element x y z (Å)
N 2.35 0.47 0.04  0.16
N 2.58 -0.71 0.18  0.17
C 0.27 -0.50 0.38  0.05
C 0.28 1.70 -0.94  -0.58
C 1.30 -1.53 0.32  -0.32
C 0.86 0.81 0.20  -0.12
C -1.16 -0.90 0.35  -0.67
H -1.60 -0.76 1.36  0.26
H 1.22 -2.09 -0.60  0.26
H -0.75 1.73 -0.64  0.24
H 0.78 1.48 1.01  0.26
H 0.45 1.17 -1.83  0.22
H -1.33 -1.93 0.07  0.25
H -1.56 -0.07 -0.36  0.24
H 1.14 -2.41 1.07  0.30
H 0.94 2.62 -0.88  0.25



This record from OMol25 describes a 2-piece molecular cluster, C5H9N2O overall in a non-equilibrium geometry. The level of theory is the ωB97M-V functional and the def2-TZVPD basis.

E_HOMO, eV: -15.161
LUMO energy, eV: -4.232
Total charge: +1

Last column: natural (NBO) charge in e.
Element x y z (Å)
O -1.73 1.71 -3.50  -0.43
N -0.20 -0.73 -0.16  -0.40
N -2.15 0.46 -1.57  -0.88
C 1.39 -0.44 1.54  -0.41
C 0.21 -1.32 1.10  -0.24
C -2.07 1.11 -2.58  0.89
C 1.29 0.80 0.64  -0.50
C 0.35 0.40 -0.41  0.32
H 0.89 1.67 1.16  0.27
H -3.00 0.21 -1.10  0.44
H 2.25 1.12 0.23  0.28
H 1.33 -0.19 2.60  0.25
H -0.63 -1.30 1.79  0.23
H 0.49 -2.37 0.94  0.24
H 0.15 0.97 -1.30  0.25
H 2.33 -0.96 1.37  0.24
H -0.91 -1.14 -0.75  0.46



This record from OMol25 describes an isolated ion of composition C5H9N2O and charge +1 in a non-equilibrium geometry. The level of theory is the ωB97M-V functional and the def2-TZVPD basis.

E_HOMO, eV: -14.024
LUMO energy, eV: -5.247
Total charge: +1
SMILES: C/N=C/[NH+]=C\C=C\O

Last column: natural (NBO) charge in e.
Element x y z (Å)
O -3.05 -1.27 0.18  -0.57
N 1.20 -0.54 -0.43  -0.35
N 0.33 1.56 -0.01  -0.51
C 1.20 0.51 0.27  0.22
C -1.99 0.77 -0.29  -0.46
C -1.96 -0.54 0.07  0.37
C 2.41 -1.39 -0.15  -0.43
C -0.96 1.71 -0.35  0.26
H -2.82 -2.06 0.63  0.51
H 3.16 -1.09 -0.87  0.23
H 1.78 0.80 1.09  0.18
H 0.92 2.40 0.02  0.43
H 2.80 -1.11 0.87  0.18
H -3.02 1.12 -0.52  0.27
H -1.14 2.70 -0.67  0.24
H 2.18 -2.41 -0.19  0.22
H -1.04 -1.16 0.37  0.21



This record from OMol25 describes an isolated ion of composition C5H9N2O2 and charge +1 in a non-equilibrium geometry. The level of theory is the ωB97M-V functional and the def2-TZVPD basis.

E_HOMO (spin up / spin down), eV: -13.454 / -13.451
LUMO energy (spin up / spin down), eV: -5.885 / -5.887
Total charge: +1

Last column: natural (NBO) charge in e.
Element x y z (Å)
O -0.23 -2.15 1.13  -0.61
O 1.62 1.06 1.33  -0.63
N 1.39 0.26 -0.77  -0.37
N -1.39 -0.43 0.33  -0.40
C -0.54 0.57 0.26  0.24
C 2.65 0.58 -1.31  -0.46
C 0.95 0.52 0.37  0.49
C -2.76 -0.27 -0.32  -0.42
C -1.36 -1.54 1.03  0.44
H -0.16 -2.79 1.86  0.54
H 2.88 1.72 -1.22  0.22
H 2.60 0.28 -2.38  0.23
H 3.47 0.04 -0.87  0.24
H -3.34 -1.13 -0.09  0.26
H 1.18 1.33 2.12  0.51
H -1.06 1.40 0.01  0.22
H -2.62 -0.16 -1.49  0.25
H -3.27 0.71 0.01  0.24



This record from OMol25 describes an isolated ion of composition C5H9N2O2S and charge +1 in a non-equilibrium geometry. The level of theory is the ωB97M-V functional and the def2-TZVPD basis.

E_HOMO, eV: -13.920
LUMO energy, eV: -4.728
Total charge: +1
SMILES: N[C@@]1(O)C(=[NH2+])CCSC1=O

Last column: natural (NBO) charge in e.
Element x y z (Å)
S -1.85 1.10 1.05  0.38
O -1.64 1.76 -1.55  -0.50
O 0.35 0.27 -2.15  -0.72
N 1.17 1.22 -0.20  -0.84
N 0.10 -1.99 -0.96  -0.64
C -1.25 1.27 -0.57  0.37
C -0.52 0.30 1.89  -0.56
C 0.02 -1.00 1.27  -0.52
C 0.04 -0.96 -0.20  0.48
C 0.17 0.41 -0.80  0.20
H 0.99 -1.22 1.51  0.28
H -0.51 -1.82 1.78  0.28
H 0.34 1.03 2.09  0.27
H 2.05 0.86 -0.49  0.39
H 0.23 -3.04 -0.70  0.47
H 0.92 2.18 -0.34  0.40
H -0.04 1.11 -2.52  0.52
H 0.35 -1.70 -1.97  0.47
H -0.93 0.22 2.85  0.26



This record from OMol25 describes a 2-piece molecular cluster, C5H9N2OS overall in a non-equilibrium geometry. The level of theory is the ωB97M-V functional and the def2-TZVPD basis.

E_HOMO, eV: -12.705
LUMO energy, eV: -5.009
Total charge: +1

Last column: natural (NBO) charge in e.
Element x y z (Å)
S -1.01 -1.64 -0.60  0.43
O 2.38 -1.44 -0.15  -0.67
N -1.36 0.90 -0.08  -0.45
N -0.61 0.48 -2.23  -0.69
C -0.94 0.04 -1.04  0.36
C 1.54 0.73 0.34  -0.57
C -1.67 -1.17 1.02  -0.63
C 2.03 -0.19 -0.48  0.17
C -1.75 0.31 0.99  0.25
H 2.15 -0.02 -1.54  0.18
H -2.65 -1.63 1.17  0.29
H 1.45 0.55 1.40  0.20
H 1.31 1.72 0.00  0.22
H 2.48 -1.54 0.81  0.49
H -0.65 1.47 -2.42  0.44
H -1.02 -1.53 1.82  0.29
H -2.11 0.89 1.82  0.24
H -0.33 -0.15 -2.97  0.44



For reference, ΔE to the lowest compared entry with this formula, charge and spin by record: 149.5 70.3 253.5 637.3 23.8 124.1 kJ/mol.